{
  "formula": "C25H29Cl5N5O3SbTa",
  "method": "ωB97M-V/def2-TZVPD",
  "charge": 1,
  "e_tot_ha": -4067.1988,
  "gap_ha": 0.22358,
  "homo_energy_ev": -11.5758,
  "symbols": ["Ta", "Sb", "Cl", "Cl", "Cl", "Cl", "Cl", "O", "O", "O", "N", "N", "N", "N", "N", "C", "C", "C", "C", "C", "C", "C", "C", "C", "C", "C", "C", "C", "C", "C", "C", "C", "C", "C", "C", "C", "C", "C", "C", "C", "H", "H", "H", "H", "H", "H", "H", "H", "H", "H", "H", "H", "H", "H", "H", "H", "H", "H", "H", "H", "H", "H", "H", "H", "H", "H", "H", "H", "H"],
  "xyz": [[0.245, 0.913, 0.710], [1.315, -1.653, -0.180], [0.189, 6.315, 3.872], [-1.233, 3.442, 3.882], [3.182, 4.836, -0.463], [2.056, 1.940, -0.811], [2.372, 6.960, 1.699], [-1.399, -0.107, -0.006], [-0.763, 2.296, -0.547], [-0.703, 0.187, 2.418], [-1.915, 1.719, -1.105], [-1.633, 0.295, 4.240], [-2.200, 0.434, -0.778], [-2.375, -2.718, 0.511], [-4.212, -2.332, 4.411], [0.299, 2.903, 1.788], [-3.253, 4.568, -3.187], [4.075, -0.903, 0.898], [-3.399, -1.900, 3.698], [3.486, -1.406, -0.418], [-2.429, -1.434, 2.761], [1.486, -4.733, 0.478], [0.614, 5.110, 2.686], [-1.611, -0.395, 3.050], [-4.395, 3.996, -3.739], [-4.722, 2.679, -3.429], [0.891, -2.573, -2.119], [-2.359, -2.110, 1.504], [4.228, -2.653, -0.892], [1.139, -3.400, 1.144], [-2.442, 3.822, -2.324], [1.599, 5.390, 1.699], [-0.030, 3.866, 2.723], [1.350, 3.168, 0.715], [-0.291, -3.445, 1.685], [1.253, -1.587, -3.229], [-0.588, -2.950, -2.217], [-2.743, 2.488, -1.989], [-3.906, 1.938, -2.565], [1.971, 4.434, 0.718], [-1.553, 4.286, -1.901], [-5.025, 4.573, -4.408], [1.057, -2.038, -4.225], [0.657, -0.655, -3.130], [3.794, -3.026, -1.842], [3.565, 0.034, 1.205], [4.201, -3.444, -0.122], [-0.641, 0.319, 4.490], [2.330, -1.328, -3.173], [2.519, -4.742, 0.101], [0.803, -4.944, -0.368], [1.507, -3.488, -2.238], [1.736, 0.729, 1.813], [5.159, -0.690, 0.780], [-0.854, -3.686, -1.435], [-5.609, 2.220, -3.853], [1.821, -3.229, 2.004], [-2.983, 5.594, -3.418], [5.295, -2.406, -1.077], [-4.184, 0.913, -2.339], [1.391, -5.558, 1.216], [3.940, -1.663, 1.697], [-1.226, -2.050, -2.092], [-0.801, -3.411, -3.205], [-1.022, -3.594, 0.865], [3.619, -0.616, -1.187], [-1.716, 1.265, 3.930], [-0.529, -2.490, 2.200], [-0.402, -4.273, 2.416]],
  "lowdin_charge": [1.442, 1.510, 0.716, 0.792, 0.695, 0.533, 0.696, -0.326, -0.278, -0.229, -0.074, 0.124, 0.082, 0.190, 0.182, -0.249, -0.054, -0.177, -0.163, -0.584, -0.158, -0.123, -0.648, -0.507, -0.059, -0.052, -0.549, -0.207, -0.136, -0.496, -0.006, -0.645, -0.692, -0.413, -0.182, -0.155, -0.154, -0.168, -0.008, -0.684, 0.112, 0.116, 0.096, 0.074, 0.071, 0.010, 0.072, 0.117, 0.066, 0.057, 0.077, 0.096, -0.017, 0.094, 0.054, 0.117, 0.097, 0.115, 0.095, 0.113, 0.100, 0.083, 0.063, 0.096, 0.018, 0.065, -0.006, 0.049, 0.116]
}

{
  "formula": "C25H29Cl5NO6SV",
  "method": "ωB97M-V/def2-TZVPD",
  "charge": -1,
  "e_tot_ha": -5119.5670,
  "spin_multiplicity": 2,
  "gap_ha": [0.25550, 0.27245],
  "homo_energy_ev": [-5.4240, -5.4380],
  "symbols": ["V", "Cl", "Cl", "Cl", "Cl", "Cl", "S", "O", "O", "O", "O", "O", "O", "N", "C", "C", "C", "C", "C", "C", "C", "C", "C", "C", "C", "C", "C", "C", "C", "C", "C", "C", "C", "C", "C", "C", "C", "C", "C", "H", "H", "H", "H", "H", "H", "H", "H", "H", "H", "H", "H", "H", "H", "H", "H", "H", "H", "H", "H", "H", "H", "H", "H", "H", "H", "H", "H", "H"],
  "xyz": [[-1.491, -0.707, -0.484], [-0.360, -3.789, -6.944], [-2.851, -2.107, -6.106], [1.187, -3.971, -1.774], [1.663, -4.724, -4.759], [-3.300, -1.364, -3.121], [-3.998, -2.069, 1.355], [-2.459, 0.750, -0.998], [-0.290, -0.019, -1.891], [-2.661, 2.440, -2.458], [-1.204, -2.380, -1.309], [-5.315, -1.447, 1.412], [0.025, 1.741, -3.254], [-2.917, -1.425, 0.590], [2.318, -2.881, 1.405], [3.078, 2.591, 1.145], [-1.015, -2.670, -2.577], [0.972, -2.313, 1.858], [-1.918, -2.282, -3.581], [1.610, -0.135, 0.639], [-0.144, -3.335, 1.636], [2.827, 1.734, -1.183], [-0.619, 1.095, -2.465], [0.289, -3.783, -4.313], [-2.033, 1.536, -1.998], [-1.719, -2.619, -4.913], [-0.521, -0.206, 1.361], [1.065, -2.035, 3.371], [-2.309, 1.738, 2.366], [-1.699, 3.303, 0.588], [1.430, 3.600, -0.438], [1.092, 1.216, 0.553], [-0.284, 3.101, 2.666], [-0.610, -3.370, -5.291], [2.057, 2.287, 0.034], [0.085, -3.442, -2.983], [0.699, -0.981, 1.190], [-0.196, 1.206, 1.072], [-1.102, 2.325, 1.616], [-1.213, -0.464, 2.149], [-1.023, 3.557, -0.219], [-1.982, 4.229, 1.097], [0.763, 3.431, -1.284], [2.231, 4.260, -0.781], [0.137, 2.413, 3.403], [2.467, -3.877, 1.830], [-2.601, 2.888, 0.144], [2.612, -0.417, 0.352], [-1.102, -2.946, 1.983], [0.119, -1.650, 3.757], [2.600, 3.039, 2.017], [-2.914, 1.100, 1.720], [3.454, 2.527, -1.598], [2.373, -2.954, 0.321], [3.577, 1.676, 1.471], [3.484, 0.907, -0.916], [-0.251, -3.592, 0.584], [-2.942, 2.562, 2.704], [-0.932, 3.812, 3.187], [1.843, -1.298, 3.580], [3.140, -2.246, 1.742], [0.890, 4.125, 0.345], [1.302, -2.956, 3.910], [0.075, -4.246, 2.200], [0.537, 3.657, 2.221], [3.839, 3.283, 0.775], [2.142, 1.400, -1.962], [-2.008, 1.168, 3.249]],
  "lowdin_charge": [1.005, 0.658, 0.682, 0.777, 0.670, 0.811, 0.760, -0.174, -0.095, 0.146, -0.231, -0.547, 0.103, -0.457, -0.067, -0.043, -0.421, -0.544, -0.575, 0.006, -0.051, -0.045, -0.529, -0.696, -0.506, -0.693, -0.183, -0.044, -0.061, -0.038, -0.047, -0.107, -0.046, -0.714, -0.515, -0.579, -0.206, -0.112, -0.499, 0.090, 0.056, 0.089, 0.080, 0.085, 0.092, 0.084, 0.072, 0.108, 0.060, 0.081, 0.069, 0.070, 0.084, 0.030, 0.081, 0.072, 0.041, 0.089, 0.082, 0.087, 0.081, 0.060, 0.081, 0.085, 0.052, 0.082, 0.076, 0.085]
}

Computed energy relative to the best compared isomer or geometry (same formula, charge and spin) (kJ/mol) in order:
0.0 124.2